(1)
C33H33N6O3OsS3 | wB97M-V/def2-TZVPD

Cartesian coordinates (Å):
Os: -0.010048 -1.426519 0.632445
N: 0.452025 -3.246782 1.760029
C: 1.653795 -4.047560 1.400638
C: 2.966370 -3.367613 1.763400
C: 3.260815 -2.094242 0.987404
N: 2.299785 -1.042004 1.340373
H: 0.494943 -2.960440 2.734436
H: -0.364780 -3.838452 1.677449
H: 1.614684 -4.236468 0.329657
H: 1.603220 -5.008764 1.910649
H: 3.767243 -4.082387 1.569035
H: 2.989805 -3.153726 2.839512
H: 3.165829 -2.287690 -0.083891
H: 4.290728 -1.784449 1.178477
H: 2.450719 -0.189622 0.809966
H: 2.331080 -0.810354 2.326942
C: 2.045034 -1.471797 -4.281548
C: 2.558700 -0.161671 -3.742361
C: 3.928242 0.013301 -3.534530
C: 4.465991 1.224074 -3.076787
C: 3.626087 2.260973 -2.801999
C: 2.229108 2.090121 -2.959014
N: 1.476608 3.187185 -2.661145
C: 0.186848 3.321472 -2.169274
C: -0.448006 4.536129 -2.483005
C: -1.745504 4.772137 -2.092485
C: -2.432018 3.795859 -1.375141
C: -1.792379 2.610268 -1.024327
C: -0.483795 2.353964 -1.388741
C: 0.188677 1.151791 -0.771702
O: 1.395715 1.186257 -0.557684
O: -0.652976 0.201386 -0.496453
C: 1.679278 0.887494 -3.482708
C: 0.223586 0.737224 -3.841888
H: 2.823421 -2.232149 -4.242978
H: 1.730453 -1.374904 -5.324429
H: 1.184975 -1.831818 -3.716520
H: 4.598020 -0.809089 -3.763931
H: 5.535190 1.336443 -2.943018
H: 4.007957 3.199497 -2.415381
H: 1.960568 4.066972 -2.790853
H: 0.087580 5.275650 -3.070981
H: -2.223942 5.707497 -2.351818
H: -3.458273 3.965114 -1.069321
H: -2.299555 1.871431 -0.417326
H: -0.276171 1.694940 -3.969385
H: -0.321277 0.172829 -3.075911
H: 0.128131 0.182082 -4.773922
N: 0.183601 -2.423190 -1.036500
C: -0.218665 -2.765011 -2.104672
N: -0.503463 -3.099834 -3.253599
C: -1.488359 -3.686941 -3.919413
N: -2.314335 -4.176860 -4.564500
O: -0.382420 -0.556639 2.326699
C: -1.617369 0.031395 2.717090
C: -2.741771 -0.532950 1.834274
C: -2.957778 -1.871839 1.662782
C: -4.036046 -2.163228 0.775580
C: -4.627389 -1.034591 0.304676
S: -3.881480 0.371053 0.930448
C: -1.434951 1.544935 2.624697
C: -0.276792 2.173578 2.280264
C: -0.379163 3.598904 2.310075
C: -1.616419 4.022329 2.675356
S: -2.657555 2.701199 2.994509
C: -1.884010 -0.403034 4.163471
C: -2.913969 -0.112683 4.999281
C: -2.813508 -0.783363 6.259403
C: -1.712556 -1.573072 6.345427
S: -0.782753 -1.496741 4.908115
H: -2.438694 -2.623536 2.243769
H: -4.361442 -3.166207 0.522049
H: -5.465729 -0.946253 -0.374607
H: 0.624191 1.631140 2.027767
H: 0.436996 4.270909 2.067600
H: -1.977539 5.035380 2.796168
H: -3.732740 0.548581 4.736048
H: -3.536734 -0.675276 7.059594
H: -1.383646 -2.181746 7.178193

Atomic forces in eV per Å
-0.208 0.341 0.810
-0.094 0.296 -0.392
0.093 0.062 0.048
-0.107 0.072 0.003
-0.095 0.013 0.075
-0.032 0.160 -0.384
-0.020 0.025 0.163
-0.118 -0.158 0.060
-0.055 0.015 -0.060
-0.045 -0.062 0.041
0.002 -0.025 0.053
0.024 -0.040 -0.035
0.004 0.037 -0.008
0.031 0.029 0.004
0.063 0.096 -0.038
-0.010 -0.001 0.062
0.116 0.144 0.076
0.082 -0.128 -0.076
0.004 0.019 0.022
0.086 -0.164 -0.045
-0.034 0.066 -0.057
-0.092 0.027 -0.175
0.040 -0.030 0.068
-0.215 0.056 0.002
0.170 -0.063 -0.063
-0.186 -0.052 0.091
0.027 0.027 -0.022
-0.123 0.132 0.063
0.112 0.157 -0.036
-0.261 0.086 -0.092
-0.208 -0.365 0.241
0.885 -0.034 0.376
-0.129 -0.002 0.063
0.126 -0.024 0.014
0.007 0.003 -0.008
-0.008 0.006 0.045
0.280 0.171 -0.249
-0.052 0.049 0.033
-0.082 -0.047 -0.008
-0.057 -0.028 -0.033
0.028 0.022 0.141
-0.028 -0.057 0.034
0.002 -0.039 0.013
0.088 -0.018 -0.005
0.050 0.107 -0.097
0.007 -0.044 -0.017
0.046 0.049 -0.098
0.034 -0.011 0.007
0.008 -0.511 -1.065
-0.358 -0.220 0.652
-0.163 -0.159 -0.646
-0.047 0.034 0.341
0.347 0.191 0.240
-0.244 -0.046 0.029
-0.096 -0.006 0.085
0.249 0.048 0.123
-0.271 -0.162 0.015
0.126 -0.146 0.107
-0.025 0.052 -0.080
-0.024 0.115 0.005
-0.060 -0.046 -0.121
0.096 0.172 0.006
0.149 -0.133 -0.110
-0.058 0.010 0.039
-0.117 -0.059 0.031
0.262 -0.096 -0.184
-0.145 0.025 0.115
-0.137 0.122 -0.074
0.059 -0.034 0.011
0.085 -0.014 -0.039
0.061 0.007 -0.064
0.042 0.151 0.030
0.122 -0.022 0.120
-0.071 0.080 0.006
-0.098 -0.101 0.055
0.053 -0.144 -0.033
0.083 -0.085 0.040
0.091 -0.003 -0.112
-0.068 0.106 -0.133

## Properties
E: -3116.54440 hartree
2S+1: 5
charge: +1
frontier orbital gap (alpha / beta): 7.9 / 4.7 eV
energy above the lowest of the compared OMol25 structures with the same formula, charge and spin: 24.3 kcal per mole
<S²>: 6.06

=====

(2)
C33H34CrFN7O5S5 | wB97M-V/def2-TZVPD

Cartesian coordinates (Å):
Cr: -8.197721 1.869347 18.966913
F: -13.918522 4.068250 21.981690
C: -13.145195 4.801062 21.115935
C: -11.998811 4.183167 20.671595
C: -11.143732 4.819771 19.729739
C: -9.909788 4.182466 19.284516
O: -9.748179 2.926063 19.585492
C: -9.038320 5.004344 18.499425
C: -9.414734 6.317054 18.197589
N: -10.600528 6.888039 18.613785
C: -10.723702 8.314715 18.383183
C: -10.334880 8.825185 17.032067
C: -11.763295 8.692090 17.415631
C: -11.481198 6.180493 19.404849
C: -12.688040 6.792228 19.860671
C: -13.530123 6.156542 20.756105
N: -14.644888 6.849577 21.263118
C: -15.727904 6.039724 21.797874
C: -16.988255 6.870823 21.793931
N: -16.782154 8.199870 22.498871
C: -15.679962 8.971039 21.850533
C: -14.413863 8.118900 21.931713
C: -7.743259 4.549997 17.872496
O: -6.963449 5.405168 17.479527
O: -7.583961 3.240483 17.720988
H: -11.748676 3.175447 21.028250
H: -8.774643 6.968862 17.615197
H: -10.559355 9.021454 19.242604
H: -9.969826 8.106588 16.316506
H: -9.914590 9.817550 17.023376
H: -12.323099 7.916283 16.935214
H: -12.350323 9.583006 17.718002
H: -12.935078 7.735908 19.414758
H: -15.443216 5.554676 22.752298
H: -15.878849 5.198672 21.089804
H: -17.849825 6.359579 22.238917
H: -17.283050 7.119126 20.773044
H: -16.524016 8.010357 23.466123
H: -17.678147 8.713472 22.406605
H: -15.541384 9.940469 22.353675
H: -15.946509 9.151426 20.827909
H: -14.082929 7.952725 22.978684
H: -13.700195 8.692645 21.307467
C: -7.315392 4.261592 22.026792
C: -6.483676 3.089557 21.658380
N: -6.507140 2.495185 20.469790
C: -5.441394 1.570438 20.445578
C: -4.690914 1.502785 21.573632
S: -5.295974 2.510733 22.783589
C: -5.291127 0.694097 19.314639
C: -4.457775 -0.394250 19.312025
S: -4.772433 -1.372692 17.945556
C: -5.994250 -0.219960 17.421258
N: -6.219716 0.791773 18.221436
C: -6.636269 -0.358961 16.103071
H: -6.969676 5.174589 21.469367
H: -7.273272 4.485236 23.092088
H: -8.376140 4.081814 21.749306
H: -3.740972 1.030937 21.716377
H: -3.676596 -0.687191 20.028376
H: -6.029457 0.141280 15.310297
H: -7.612284 0.152306 16.128692
H: -6.814577 -1.406904 15.847369
S: -11.583965 -0.365058 21.397966
C: -10.213533 0.601759 21.502980
S: -8.900097 0.191849 20.379240
S: -9.999531 1.698593 22.736458
O: -11.224697 -2.296770 18.921811
C: -12.421590 -2.027066 18.184673
N: -12.228502 -2.441703 16.809118
C: -11.550527 -1.778186 15.813230
O: -11.511269 -2.259182 14.678271
C: -10.991069 -0.435121 16.107229
C: -11.103144 0.454773 15.023610
C: -10.571227 1.718067 15.154110
C: -9.836934 2.032089 16.261203
N: -9.618192 1.187212 17.299163
C: -10.190023 -0.022019 17.179905
H: -11.324673 -1.820295 19.777790
H: -12.780217 -0.980207 18.200639
H: -13.322003 -2.584574 18.501068
H: -12.720603 -3.271658 16.459251
H: -11.557148 0.076079 14.101266
H: -10.593712 2.432659 14.302344
H: -9.357857 3.004001 16.352360
H: -10.033461 -0.710371 17.982506

Atomic forces in eV per Å
-0.763 0.851 -0.016
0.074 0.487 -0.095
-0.253 1.471 -0.074
-0.122 -0.370 -0.568
0.382 0.589 0.670
-1.214 1.253 -0.400
1.295 -0.514 -0.150
-0.662 1.103 -0.268
0.583 -1.381 0.489
1.206 0.700 -0.357
0.048 -0.658 0.889
0.070 0.273 0.208
-1.420 1.612 0.255
-1.058 -0.266 0.604
2.179 -0.580 -1.043
0.759 -2.776 0.755
-0.956 0.086 -0.212
0.649 -0.232 -0.539
-0.472 -0.347 -0.036
-0.881 -0.088 -0.820
0.878 0.017 0.913
-0.135 -0.107 -0.843
0.056 -0.437 -0.145
0.021 -0.667 -0.035
-0.039 1.420 0.276
-0.162 0.410 -0.124
0.034 -0.374 0.195
-0.125 -1.040 -0.658
0.135 0.119 -0.092
0.209 -0.014 -0.217
-0.236 -0.337 0.000
0.373 -0.504 -0.662
-0.183 0.377 0.152
-0.551 0.420 0.012
-0.041 0.448 0.447
0.290 0.171 0.248
0.230 0.078 0.008
-0.302 0.212 0.213
0.669 -0.245 0.643
-0.221 -0.421 0.033
-0.239 -0.069 -0.535
0.114 0.478 -0.236
0.152 -0.484 0.842
-0.881 0.738 -0.677
-0.434 0.125 -0.512
0.862 -0.697 1.506
-0.631 0.780 0.253
0.254 0.047 -0.332
-0.635 0.804 -0.741
-0.569 -0.898 -0.768
-0.067 0.388 -0.149
-0.596 1.050 -0.461
0.341 -0.059 0.205
1.357 -1.337 1.801
-0.688 0.275 -0.816
-0.174 -0.851 0.396
0.032 -0.129 -0.030
0.577 -0.006 0.179
0.018 -0.551 -0.011
-0.735 0.295 -0.349
-0.339 -0.477 0.593
0.400 -0.176 -0.051
0.156 0.153 -0.098
-0.436 -0.149 -0.222
-0.130 -0.100 0.437
0.743 -0.582 -0.432
0.359 0.451 -0.050
-1.626 0.107 -0.797
0.004 -0.283 -0.227
0.070 0.038 -0.824
-1.008 -1.620 0.354
0.177 0.647 0.752
0.992 1.440 -1.117
-0.200 -0.756 0.308
0.035 0.460 -1.617
0.672 0.605 1.389
0.017 -0.010 -1.035
-0.596 -0.352 0.354
0.279 0.316 0.275
0.809 -0.078 0.237
0.576 -0.164 0.357
0.588 0.526 0.402
0.039 0.359 0.401
-0.130 -0.524 0.848
-0.079 -0.232 -0.013
0.227 -0.237 0.557

## Properties
E: -5172.62853 hartree
2S+1: 5
charge: 0
frontier orbital gap (alpha / beta): 2.7 / 3.9 eV
energy above the lowest of the compared OMol25 structures with the same formula, charge and spin: 1.9 kcal per mole
<S²>: 6.09

=====

(3)
C33H34F4I2N4OW | wB97M-V/def2-TZVPD

Cartesian coordinates (Å):
W: 0.259828 0.442621 -0.114728
C: 0.242909 -1.392105 -2.640019
N: 0.511781 -1.503422 -1.193961
C: 1.821632 -2.174601 -1.049631
C: -0.489521 -2.382001 -0.505102
C: -1.824145 -1.732942 -0.120467
N: -1.455726 -0.450250 0.518963
C: -2.313544 0.232284 1.371560
C: -1.899896 1.482781 1.845129
F: -0.666972 1.944236 1.464127
C: -2.636461 2.267937 2.698969
F: -2.135860 3.449010 3.078712
C: -3.870432 1.847841 3.158557
C: -4.295771 0.609950 2.731779
F: -5.473410 0.128045 3.149882
C: -3.547124 -0.183292 1.877521
F: -4.047679 -1.389401 1.554015
H: 0.251435 -2.381802 -3.114917
H: 1.023759 -0.779794 -3.093171
H: -0.709580 -0.903068 -2.818465
H: 1.804013 -3.144461 -1.560051
H: 2.041649 -2.320561 0.002805
H: 2.597735 -1.553474 -1.496246
H: -0.014486 -2.664240 0.436578
H: -0.628582 -3.289666 -1.092009
H: -2.246232 -2.420176 0.621276
H: -3.643804 -0.873639 -0.762386
H: -4.463678 2.453092 3.826681
I: 7.763565 -0.896407 1.070715
C: 5.706300 -0.642377 1.168864
C: 4.937083 -1.518766 1.923172
C: 3.563751 -1.349351 1.979190
I: 2.420233 -2.693491 3.072593
C: 2.916559 -0.313067 1.290153
O: 1.612146 -0.194362 1.322701
C: 3.719396 0.576490 0.546443
C: 3.088845 1.763754 -0.115252
N: 2.064230 1.387727 -1.124936
C: 1.605333 2.580517 -1.868220
C: 0.189767 2.450568 -2.330247
C: -0.307046 3.231198 -3.346866
C: -1.666938 3.282537 -3.619062
C: -2.478324 2.546043 -2.776798
C: -1.947983 1.762071 -1.773475
N: -0.599656 1.626565 -1.546857
C: 5.096305 0.400302 0.490490
H: 5.401016 -2.337567 2.455208
H: 3.863368 2.381840 -0.582042
H: 2.560817 2.377752 0.619739
H: 2.521422 0.740879 -1.765405
H: 2.275336 2.808546 -2.702700
H: 1.673851 3.412383 -1.159030
H: 0.396142 3.827940 -3.916541
H: -2.067197 3.895654 -4.412300
H: -3.556726 2.571567 -2.873912
H: -2.585539 1.195809 -1.114445
H: 5.694072 1.098677 -0.082871
C: -2.788093 -3.930036 -2.175009
C: -3.614070 -2.660598 -1.930813
C: -3.997318 -2.112605 -3.307574
C: -2.865649 -1.493898 -1.218359
C: -4.848396 -3.040845 -1.107480
C: -6.137672 -2.688604 -1.494141
C: -7.239434 -3.016016 -0.711488
C: -7.075173 -3.700700 0.479711
C: -5.794811 -4.060017 0.880891
C: -4.702847 -3.735236 0.095294
H: -1.937700 -3.726316 -2.830155
H: -3.416001 -4.674892 -2.667019
H: -2.411032 -4.382531 -1.259593
H: -3.085796 -1.913916 -3.877293
H: -4.549612 -1.173701 -3.239298
H: -4.602874 -2.825902 -3.870900
H: -2.423310 -0.845721 -1.978441
H: -6.300597 -2.154214 -2.419502
H: -8.230513 -2.731676 -1.041964
H: -7.930785 -3.947951 1.094061
H: -5.645112 -4.590873 1.812221
H: -3.716573 -4.024881 0.436644

Atomic forces in eV per Å
-0.612 -0.402 0.289
-0.007 0.051 0.073
-0.082 0.003 -0.075
-0.089 0.102 -0.089
0.101 0.046 -0.015
0.000 -0.098 0.326
0.058 0.425 -0.096
0.274 -0.434 -0.184
0.035 0.171 0.094
0.076 0.095 0.037
-0.003 -0.068 -0.057
-0.018 0.027 0.034
0.036 0.072 0.033
-0.008 -0.143 -0.081
-0.012 0.045 0.033
-0.163 0.022 0.063
-0.037 0.051 0.069
-0.017 0.013 0.004
-0.006 -0.011 -0.018
0.031 -0.016 -0.004
0.038 -0.016 0.032
0.033 -0.029 -0.011
0.031 -0.025 0.005
-0.010 0.009 -0.002
-0.005 -0.022 -0.034
0.008 0.053 -0.049
-0.006 -0.012 -0.065
-0.003 0.001 -0.004
0.186 -0.016 -0.020
-0.229 -0.017 0.055
-0.005 0.044 -0.050
0.274 -0.017 -0.002
-0.133 -0.045 0.049
-0.222 -0.050 -0.044
-0.051 0.289 -0.283
0.175 0.016 0.038
-0.095 0.038 -0.098
0.146 -0.027 0.108
0.099 0.042 -0.024
0.106 0.143 -0.028
0.233 -0.079 -0.027
0.061 0.142 -0.163
-0.249 -0.304 0.349
-0.286 -0.007 -0.227
0.525 -0.104 0.134
-0.052 0.012 0.000
0.004 0.005 0.009
0.034 -0.037 0.005
0.035 0.001 0.024
-0.086 0.033 -0.085
-0.008 0.057 0.015
-0.074 -0.011 0.038
0.000 0.000 0.006
0.003 -0.002 -0.007
0.011 -0.005 -0.001
-0.047 0.037 -0.005
0.009 -0.006 0.003
0.080 0.008 -0.040
-0.053 -0.003 0.092
-0.063 -0.024 -0.101
0.020 0.169 -0.065
0.026 -0.006 0.063
-0.005 -0.012 0.013
0.000 0.019 -0.027
0.064 -0.001 0.032
-0.057 0.008 -0.022
0.033 -0.079 -0.088
0.004 0.011 0.009
-0.004 0.014 -0.024
-0.031 -0.002 0.031
-0.048 -0.019 -0.007
0.013 0.011 0.032
0.013 0.004 0.007
0.052 -0.127 0.020
-0.021 0.008 0.004
-0.001 0.008 0.003
-0.008 -0.012 -0.006
-0.003 -0.002 0.006
-0.023 -0.011 -0.011

## Properties
E: -2634.04503 hartree
charge: 0
frontier orbital gap (alpha / beta): 5.6 / 5.6 eV
energy above the lowest of the compared OMol25 structures with the same formula, charge and spin: 8.8 kcal per mole